The following is a quantum chemistry calculation of a 2-piece molecular cluster, C38H43N3O6 overall in a non-equilibrium geometry, from the OMol25 dataset.

Element x y z (Å)
C1 -6.44 0.75 0.99
C2 -6.49 -0.55 1.77
N1 -5.26 -1.31 1.64
C3 -5.41 -2.70 2.01
C4 -4.22 -3.53 1.57
C5 -2.93 -2.90 2.07
C6 -2.85 -1.45 1.73
C7 -4.05 -0.70 1.53
C8 -3.94 0.69 1.24
C9 -2.70 1.23 0.92
C10 -1.49 0.48 1.06
C11 -0.23 1.03 0.67
C12 1.03 0.42 1.00
C13 2.16 1.20 1.34
C14 3.41 0.62 1.53
C15 3.55 -0.79 1.46
N2 4.78 -1.38 1.52
C16 5.98 -0.57 1.42
C17 5.84 0.73 2.18
C18 4.60 1.50 1.74
C19 4.97 -2.77 1.18
C20 3.80 -3.62 1.64
C21 2.50 -3.08 1.06
C22 2.41 -1.59 1.17
C23 1.20 -0.98 0.89
C24 -1.64 -0.81 1.65
C25 -5.17 1.54 1.30
H1 -6.48 0.53 -0.09
H2 -7.33 1.34 1.24
H3 -6.69 -0.34 2.83
H4 -7.30 -1.19 1.41
H5 -5.53 -2.78 3.11
H6 -6.33 -3.07 1.56
H7 -4.33 -4.55 1.95
H8 -4.20 -3.59 0.48
H9 -2.86 -3.03 3.17
H10 -2.07 -3.43 1.64
H11 -2.64 2.27 0.60
H12 -0.22 2.10 0.47
H13 2.04 2.28 1.43
H14 6.81 -1.17 1.82
H15 6.20 -0.37 0.36
H16 5.77 0.53 3.25
H17 6.74 1.34 2.01
H18 4.81 2.05 0.80
H19 4.35 2.27 2.48
H20 5.08 -2.87 0.08
H21 5.90 -3.10 1.64
H22 3.95 -4.65 1.33
H23 3.73 -3.59 2.73
H24 2.41 -3.36 -0.01
H25 1.64 -3.53 1.56
H26 0.37 -1.61 0.55
H27 -0.77 -1.32 2.08
H28 -5.07 2.38 0.60
H29 -5.27 1.98 2.30
C26 -3.65 0.55 -3.60
C27 -2.97 1.63 -2.81
O1 -1.64 1.10 -2.58
C28 -0.90 1.90 -1.82
C29 0.50 1.45 -1.62
C30 0.91 0.07 -1.94
O2 2.08 -0.36 -1.97
O3 -0.08 -0.80 -2.19
C31 0.43 -2.09 -2.58
C32 -0.76 -2.83 -3.08
C33 1.53 2.45 -1.74
C34 2.92 2.14 -1.59
C35 3.91 3.10 -1.68
C36 3.56 4.44 -1.97
N3 4.57 5.44 -2.03
O4 4.23 6.61 -2.32
O5 5.76 5.12 -1.79
C37 2.21 4.78 -2.17
C38 1.22 3.83 -2.02
O6 -1.37 2.93 -1.33
H30 -4.70 0.80 -3.77
H31 -3.16 0.45 -4.58
H32 -3.59 -0.41 -3.08
H33 -2.89 2.58 -3.36
H34 -3.47 1.80 -1.84
H35 1.18 -1.95 -3.36
H36 0.90 -2.55 -1.70
H37 -0.49 -3.85 -3.34
H38 -1.56 -2.87 -2.33
H39 -1.16 -2.35 -3.98
H40 3.21 1.11 -1.43
H41 4.95 2.85 -1.54
H42 1.97 5.80 -2.44
H43 0.19 4.14 -2.10

* E: -56856.4813 eV
* E_HOMO: -6.7 eV
* LUMO level: -1.25 eV


The following is a quantum chemistry calculation of a 2-piece molecular cluster, C2H3Cl2NO2 overall in a non-equilibrium geometry, from the OMol25 dataset.

Element x y z (Å)
C1 0.42 0.49 -0.44
C2 1.81 -0.20 0.19
N1 -2.50 -0.04 -0.33
O1 0.50 1.36 -1.24
O2 -0.52 -0.12 0.05
Cl1 -2.88 -1.54 0.26
Cl2 -2.85 1.19 0.74
H1 1.98 -1.03 -0.43
H2 1.41 -0.65 1.01
H3 2.63 0.54 0.19

* E: -32746.8842 eV
* E_HOMO (alpha / beta): -9.4 / -9.4 eV
* LUMO level (alpha / beta): -2.75 / -2.78 eV


The following is a quantum chemistry calculation of a 14-piece molecular cluster, H26NO16 overall in a non-equilibrium geometry, from the OMol25 dataset.

Element x y z (Å)
N1 0.32 0.23 0.04
O1 1.45 0.23 0.53
O2 -0.12 -0.91 -0.31
O3 -0.09 1.25 -0.53
O4 -1.92 -3.15 1.00
H1 -2.08 -2.77 0.14
H2 -2.56 -2.75 1.59
O5 0.62 3.68 0.50
H3 1.25 3.38 1.10
H4 0.35 2.82 0.13
O6 0.24 3.27 -2.34
H5 0.11 2.42 -1.93
H6 -0.58 3.73 -2.16
O7 -2.84 0.11 1.06
H7 -3.26 0.67 1.70
H8 -2.32 -0.49 1.57
O8 3.37 2.12 0.06
H9 2.82 1.53 0.54
H10 3.04 2.08 -0.84
O9 -1.28 1.87 2.82
H11 -1.25 0.99 2.43
H12 -1.31 1.64 3.73
O10 1.35 -2.81 1.54
H13 0.90 -2.00 1.59
H14 2.22 -2.47 1.44
O11 -2.69 0.86 -1.86
H15 -2.12 0.75 -1.14
H16 -3.14 1.56 -1.48
O12 0.13 -0.40 -3.20
H17 0.30 -0.34 -2.26
H18 0.70 -1.08 -3.60
O13 -2.44 -2.16 -1.65
H19 -2.30 -3.01 -2.13
H20 -1.57 -1.75 -1.67
O14 2.57 -1.85 -1.32
H21 2.94 -2.66 -0.89
H22 2.54 -1.18 -0.68
O15 1.67 2.55 2.75
H23 0.90 2.06 2.89
H24 2.35 1.85 2.62
O16 0.43 -3.64 -0.77
H25 0.63 -3.49 0.13
H26 0.69 -2.78 -1.13

* E: -34670.7311 eV
* net charge: -1
* E_HOMO: -6.8 eV
* LUMO level: 2.10 eV


The following is a quantum chemistry calculation of C4H11NO3 as an isolated structure in a non-equilibrium geometry, from the OMol25 dataset.

Element x y z (Å)
H1 -1.60 -0.41 0.21
O1 -2.46 0.24 0.79
O2 -1.19 -1.11 -0.53
H2 -2.85 0.93 0.30
H3 -1.82 0.65 1.40
C1 0.08 -1.09 -0.86
O3 0.40 -1.86 -1.73
C2 0.92 -0.16 -0.01
H4 1.30 -0.75 0.82
N1 0.00 0.85 0.60
H5 -0.33 1.50 -0.17
C3 0.50 1.78 1.69
H6 1.63 2.04 1.64
H7 -0.10 2.65 1.77
H8 0.31 1.35 2.63
C4 2.18 0.48 -0.61
H9 1.91 0.69 -1.57
H10 2.42 1.44 -0.23
H11 3.00 -0.27 -0.53

* E: -11957.4711 eV
* E_HOMO: -9.3 eV
* LUMO level: 0.15 eV


The following is a quantum chemistry calculation of the molecule C21H26ClN3OS, from the OMol25 dataset.

Element x y z (Å)
O1 1.77 6.02 3.23
C1 1.24 4.93 2.51
C2 0.41 4.00 3.42
N1 -0.13 2.79 2.88
C3 -1.16 2.88 1.87
C4 -0.63 2.87 0.43
N2 0.17 1.67 0.22
C5 0.60 1.50 -1.16
C6 0.70 0.02 -1.52
C7 -0.69 -0.63 -1.44
N3 -0.70 -2.08 -1.46
C8 -0.72 -2.73 -2.69
C9 -0.42 -2.06 -3.88
C10 -0.45 -2.69 -5.11
C11 -0.76 -4.03 -5.20
C12 -1.06 -4.72 -4.04
C13 -1.05 -4.09 -2.82
S1 -1.54 -5.06 -1.42
C14 -0.79 -4.12 -0.12
C15 -0.56 -4.79 1.07
C16 -0.07 -4.13 2.18
C17 0.17 -2.78 2.06
Cl1 0.76 -1.90 3.43
C18 -0.03 -2.10 0.87
C19 -0.51 -2.76 -0.26
C20 1.30 1.68 1.15
C21 0.78 1.70 2.59
H1 1.06 6.48 3.68
H2 0.62 5.30 1.68
H3 2.10 4.40 2.10
H4 1.04 3.73 4.27
H5 -0.44 4.58 3.81
H6 -1.75 3.78 2.04
H7 -1.81 2.01 1.99
H8 -1.48 2.84 -0.26
H9 -0.05 3.78 0.22
H10 -0.15 1.97 -1.81
H11 1.56 2.00 -1.35
H12 1.38 -0.49 -0.84
H13 1.11 -0.07 -2.53
H14 -1.17 -0.30 -0.51
H15 -1.32 -0.28 -2.26
H16 -0.16 -1.01 -3.86
H17 -0.22 -2.12 -6.00
H18 -0.79 -4.53 -6.16
H19 -1.32 -5.77 -4.08
H20 -0.79 -5.85 1.12
H21 0.09 -4.65 3.11
H22 0.18 -1.04 0.86
H23 1.89 0.77 1.00
H24 1.96 2.55 0.96
H25 1.62 1.73 3.28
H26 0.22 0.77 2.76

* E: -52074.3270 eV
* SMILES string: OCCN1CCN(CCCN2c3ccccc3Sc3ccc(Cl)cc32)CC1
* E_HOMO: -7.2 eV
* LUMO level: 0.76 eV


Energy relative to the best compared isomer or geometry (same formula, charge and spin) values, unit kJ/mol, following the record order: 106.11; 592.69; 194.40; 254.57; 51.62.